Entry 1:
{"formula": "C6H10", "method": "ωB97M-V with the def2-TZVPD basis set", "fmax_ev_per_a": 1.2, "homo_lumo_gap_ev": 10.260, "smiles": "CCC#CCC", "spin_multiplicity": 1, "e_above_lowest_kcal_mol": 51.1, "e_tot_ha": -234.52104, "homo_ev": -9.23, "molar_mass_g_mol": 82.1, "species": ["C", "C", "C", "C", "C", "C", "H", "H", "H", "H", "H", "H", "H", "H", "H", "H"], "coordinates": [[-2.072106, -0.251072, 0.947677], [-1.748542, 0.488102, -0.360786], [-0.347406, 0.876241, -0.506231], [0.833139, 1.118264, -0.608747], [2.205705, 0.581775, -0.501324], [1.778342, -0.895548, -0.062245], [-1.578236, -1.227059, 1.007410], [-1.767185, 0.330992, 1.821986], [-3.152355, -0.419966, 1.011256], [-2.031181, -0.148916, -1.209165], [-2.349525, 1.396695, -0.425878], [2.792877, 1.165736, 0.224821], [2.738910, 0.677716, -1.460796], [1.131415, -1.212406, -0.882937], [2.400565, -1.768475, 0.182756], [1.165582, -0.712079, 0.822204]], "forces_ev_per_a": [[0.0, 0.0, 0.1], [-0.2, 0.1, -0.1], [0.3, 0.5, -0.1], [-0.5, -0.2, 0.1], [-0.1, -0.3, 0.1], [0.1, 0.2, -0.1], [0.0, 0.2, -0.1], [0.0, 0.0, -0.1], [0.2, 0.0, 0.0], [0.0, 0.2, 0.1], [-0.2, -0.1, 0.0], [-0.2, -0.5, 0.0], [-0.2, -0.4, 0.3], [0.0, -0.2, 0.3], [0.8, 0.8, -0.3], [0.0, -0.3, -0.1]], "nbo_charge": [-0.591, -0.479, -0.001, -0.029, -0.460, -0.596, 0.208, 0.211, 0.210, 0.225, 0.229, 0.225, 0.225, 0.206, 0.208, 0.207]}


Entry 2:
{"formula": "C3HO3", "method": "ωB97M-V with the def2-TZVPD basis set", "fmax_ev_per_a": 7.8, "homo_lumo_gap_ev": 7.747, "smiles": "O=C=CC(=O)[O-]", "spin_multiplicity": 1, "e_above_lowest_kcal_mol": 43.4, "e_tot_ha": -340.61339, "homo_ev": -3.62, "total_charge": -1, "molar_mass_g_mol": 85.0, "species": ["O", "C", "C", "C", "O", "O", "H"], "coordinates": [[-0.576435, -3.339833, -0.104200], [-0.260005, -2.232299, 0.012994], [-0.082657, -0.852294, 0.002750], [-1.646266, -0.325001, -0.395593], [-1.951310, -0.698698, -1.524439], [-2.287389, 0.288517, 0.430059], [0.358868, 0.330656, 0.148734]], "forces_ev_per_a": [[-0.2, -1.5, 0.0], [1.9, 7.6, 0.2], [-1.5, -0.8, 0.3], [0.0, -1.6, -1.1], [-0.1, 0.0, -0.9], [0.2, 1.0, 1.5], [-0.3, -4.7, 0.0]], "nbo_charge": [-0.543, 0.681, -0.775, 0.810, -0.751, -0.733, 0.311]}


Entry 3:
{"formula": "C4H8N2O", "method": "ωB97M-V with the def2-TZVPD basis set", "fmax_ev_per_a": 1.0, "homo_lumo_gap_ev": 9.364, "smiles": "Cc1cnc[nH]1.O", "spin_multiplicity": 1, "e_above_lowest_kcal_mol": 26.0, "e_tot_ha": -341.96222, "homo_ev": -8.56, "molar_mass_g_mol": 100.1, "species": ["C", "C", "C", "N", "C", "N", "H", "H", "H", "H", "H", "H", "O", "H", "H"], "coordinates": [[-0.991771, -1.073270, -1.651898], [-0.745102, 0.390798, -1.741270], [-1.569498, 1.317412, -2.306738], [-1.223725, 2.585739, -1.937220], [-0.218000, 2.436231, -1.121778], [0.124842, 1.126264, -0.980130], [-2.054078, -1.258414, -1.761335], [-0.453428, -1.675785, -2.385980], [-0.702536, -1.452004, -0.669740], [-2.379889, 1.115633, -3.004314], [0.382402, 3.223718, -0.710625], [0.759548, 0.812553, -0.267122], [3.339254, -2.736476, 6.221271], [3.216841, -1.834598, 6.537799], [2.515133, -2.977803, 5.779084]], "forces_ev_per_a": [[0.6, -0.3, 0.2], [-0.9, -0.1, 0.3], [-0.2, -0.1, -0.6], [0.0, 0.4, -0.1], [0.2, 0.0, -0.4], [0.2, 0.2, 0.4], [-0.1, -0.1, -0.1], [0.0, 0.1, -0.1], [0.0, 0.0, 0.0], [0.2, 0.1, 0.3], [0.0, 0.2, 0.3], [0.1, -0.3, -0.2], [-0.1, 0.0, -0.1], [-0.1, -0.1, -0.1], [0.2, 0.1, 0.1]], "nbo_charge": [-0.637, 0.083, -0.100, -0.451, 0.152, -0.520, 0.232, 0.221, 0.213, 0.203, 0.192, 0.412, -0.938, 0.469, 0.469]}


Entry 4:
{"formula": "C6H10O", "method": "ωB97M-V with the def2-TZVPD basis set", "fmax_ev_per_a": 0.6, "homo_lumo_gap_ev": 10.006, "smiles": "C=CO[C@H](C)C=C", "spin_multiplicity": 1, "e_above_lowest_kcal_mol": 50.9, "e_tot_ha": -309.76118, "homo_ev": -8.88, "molar_mass_g_mol": 98.1, "species": ["C", "C", "O", "C", "C", "C", "C", "H", "H", "H", "H", "H", "H", "H", "H", "H", "H"], "coordinates": [[-1.771610, -0.176826, 1.145694], [-0.732410, -0.947571, 1.429719], [0.551936, -0.452951, 1.418571], [1.029445, -0.395642, 0.035647], [1.891259, 0.840846, -0.117697], [-0.124851, -0.451360, -0.948369], [-0.821406, 0.586108, -1.397455], [-1.652808, 0.896702, 1.026712], [-2.710902, -0.603382, 0.806341], [-0.800468, -2.037726, 1.448893], [1.645864, -1.291713, -0.132609], [1.313430, 1.741611, 0.110047], [2.745244, 0.799529, 0.562098], [2.256861, 0.902076, -1.147374], [-0.494172, -1.455205, -1.159493], [-1.707473, 0.436826, -2.007368], [-0.615125, 1.606424, -1.081678]], "forces_ev_per_a": [[-0.1, -0.1, 0.3], [-0.3, -0.1, 0.1], [-0.3, 0.0, -0.2], [0.2, 0.1, -0.4], [0.0, 0.0, 0.0], [0.0, 0.2, -0.3], [0.3, -0.1, -0.2], [0.0, -0.2, 0.1], [-0.1, 0.0, 0.6], [-0.1, 0.1, 0.2], [-0.1, 0.1, 0.1], [0.1, -0.1, 0.0], [-0.1, 0.0, 0.0], [0.0, 0.0, 0.2], [0.2, 0.2, -0.2], [0.2, 0.0, 0.0], [0.1, -0.1, -0.2]], "nbo_charge": [-0.430, 0.110, -0.536, 0.051, -0.619, -0.193, -0.380, 0.201, 0.207, 0.165, 0.177, 0.209, 0.222, 0.217, 0.203, 0.204, 0.193]}